# 1
14
Properties=species:S:1:pos:R:3 method="wB97M-V/def2-TZVPD" e_tot_ev=-8368.3814 e_homo_ev=-8.023 e_lumo_ev=0.26 gap_ha=0.3043 spin_multiplicity=1
C 1.38 -0.26 -0.33
H -1.39 1.07 -1.37
H -1.20 -0.72 -1.37
H -1.43 1.06 1.13
H -2.67 0.01 -0.75
O 2.50 -0.94 -0.11
H 1.13 -0.22 -1.39
H 2.56 -1.16 0.84
H 1.23 1.14 -0.01
C -1.59 0.14 -0.82
C 0.55 0.31 0.64
O -0.98 -0.97 1.27
H 0.94 0.35 1.66
C -1.02 0.17 0.60

# 2
14
Properties=species:S:1:pos:R:3 method="wB97M-V/def2-TZVPD" e_tot_ev=-8370.1109 e_homo_ev=-7.831 e_lumo_ev=1.09 smiles="CO/C=C/OC" gap_ha=0.3278 spin_multiplicity=1
H -2.76 -0.87 -2.21
C -0.17 0.00 -0.64
H 1.68 1.45 2.54
C 0.13 0.23 0.67
O -1.36 0.35 -1.20
O 1.44 -0.03 1.03
H -1.59 0.21 -3.35
H 0.64 -0.34 -1.38
H 0.92 -0.08 3.06
H 2.65 -0.10 2.63
H -0.56 0.64 1.42
C -1.73 -0.45 -2.39
H -1.00 -1.37 -2.54
C 1.70 0.34 2.38

# 3
14
Properties=species:S:1:pos:R:3 method="wB97M-V/def2-TZVPD" e_tot_ev=-8372.0695 e_homo_ev=-10.693 e_lumo_ev=1.02 smiles="CC(C)OC=O" gap_ha=0.4303 spin_multiplicity=1
C -0.42 2.09 0.17
O -0.23 2.76 -0.81
C -0.70 -1.64 0.18
H -0.51 -0.28 -1.48
C 1.15 -0.03 -0.08
H 1.30 -0.22 0.99
H -0.14 2.44 1.18
H 1.35 1.03 -0.27
H -0.04 -2.41 -0.27
H 1.81 -0.68 -0.66
O -1.00 0.84 0.23
C -0.30 -0.28 -0.40
H -1.73 -1.93 -0.04
H -0.53 -1.68 1.26

# 4
14
Properties=species:S:1:pos:R:3 method="wB97M-V/def2-TZVPD" e_tot_ev=-8368.4809 e_homo_ev=-8.264 e_lumo_ev=0.45 gap_ha=0.3201 spin_multiplicity=1
H 1.64 -1.58 1.41
O -0.52 1.16 -0.08
C 1.22 -0.35 -0.30
H -1.48 -0.12 -1.46
H -0.80 -0.23 1.48
C 1.02 -0.71 1.17
C -1.61 0.87 -0.99
H 0.84 -1.17 -0.94
C 0.50 0.81 -0.89
H 2.27 -0.24 -0.58
H -1.68 1.63 -1.78
O -0.31 -1.06 1.50
H -2.47 0.83 -0.34
H 1.37 0.13 1.79

# 5
14
Properties=species:S:1:pos:R:3 method="wB97M-V/def2-TZVPD" e_tot_ev=-8369.3216 e_homo_ev=-8.751 e_lumo_ev=0.75 gap_ha=0.3491 spin_multiplicity=1
O -1.87 -0.70 1.57
C -0.08 0.74 1.20
H 0.46 -0.06 1.79
H -0.20 1.60 1.87
C -0.01 -0.39 -1.66
C -1.51 0.33 0.85
H -0.42 0.44 -2.25
H -1.15 -1.06 2.14
O 0.69 1.16 0.13
H 1.92 0.52 -1.32
H 0.40 -1.14 -2.35
H -0.84 -0.85 -1.12
C 1.10 0.11 -0.73
H 1.49 -0.72 -0.13

# 6
14
Properties=species:S:1:pos:R:3 method="wB97M-V/def2-TZVPD" e_tot_ev=-8371.2421 e_homo_ev=-8.064 e_lumo_ev=0.59 smiles="C=C/C=C/O.O" gap_ha=0.3180 spin_multiplicity=1
H -3.80 0.02 1.51
C -0.09 0.80 -1.27
H 3.44 -1.16 0.88
H 1.76 -1.93 0.93
H 2.53 0.72 -0.34
C 2.40 -1.11 0.61
H -1.85 0.42 -0.73
H -2.58 0.88 1.25
H -0.22 -0.71 0.13
O -2.97 0.03 1.03
O -1.43 1.01 -1.38
C 0.47 -0.08 -0.43
C 1.88 -0.12 -0.10
H 0.47 1.22 -2.10